Density functional theory data (ωB97M-V/def2-TZVPD) for a molecular structure, C20H20CdMg2N10O18.

Properties
Total charge   0
LUMO   -1.21 eV
Spin multiplicity   1

Atoms and positions in Å:
Mg  -0.975  1.768  1.627
Mg  2.253  -1.756  -1.860
Cd  -0.820  0.646  -4.206
N  4.635  -0.763  0.182
O  4.442  0.188  0.951
O  3.679  -1.101  -0.591
O  5.681  -1.397  0.145
N  -0.327  -2.558  -3.663
O  0.737  -2.388  -3.008
O  -0.699  -3.664  -3.952
O  -1.010  -1.540  -3.976
N  2.467  -0.055  -4.458
O  2.839  -0.341  -3.279
O  3.213  -0.132  -5.400
O  1.277  0.358  -4.618
N  -2.741  -0.476  0.256
O  -2.400  0.466  1.045
O  -1.842  -1.221  -0.185
O  -3.932  -0.675  0.045
N  0.302  0.651  -1.065
O  1.096  -0.278  -1.025
O  -0.207  0.976  -2.150
O  0.028  1.252  -0.042
N  -2.425  4.236  0.020
O  -3.540  3.975  -0.462
O  -1.874  5.317  -0.123
O  -1.785  3.303  0.624
N  0.586  3.003  2.252
C  1.879  2.803  2.018
C  2.896  3.533  2.603
C  2.558  4.554  3.477
C  1.219  4.832  3.674
C  0.281  4.064  3.003
H  2.168  2.015  1.332
H  3.917  3.269  2.369
H  3.295  5.157  3.993
H  0.871  5.656  4.278
H  -0.772  4.290  3.145
N  1.900  -3.294  -0.499
C  0.650  -3.393  -0.038
C  0.260  -4.331  0.896
C  1.220  -5.174  1.435
C  2.531  -5.042  0.998
C  2.807  -4.116  0.018
H  -0.057  -2.629  -0.352
H  -0.752  -4.360  1.273
H  0.928  -5.882  2.200
H  3.297  -5.712  1.361
H  3.811  -4.065  -0.388
N  -0.162  0.075  2.742
C  -0.828  -0.586  3.672
C  -0.389  -1.774  4.226
C  0.844  -2.277  3.831
C  1.560  -1.580  2.885
C  1.016  -0.420  2.360
H  -1.816  -0.221  3.932
H  -1.012  -2.302  4.933
H  1.228  -3.164  4.320
H  2.533  -1.882  2.517
H  1.530  0.096  1.563
N  -2.854  0.970  -3.738
C  -3.159  1.618  -2.622
C  -4.460  1.915  -2.245
C  -5.489  1.507  -3.069
C  -5.182  0.818  -4.232
C  -3.864  0.539  -4.503
H  -2.374  1.971  -1.962
H  -4.615  2.463  -1.329
H  -6.511  1.742  -2.799
H  -5.929  0.528  -4.956
H  -3.632  -0.008  -5.408



Density functional theory data (ωB97M-V/def2-TZVPD) for a single C20H20Cl2N4OS molecule.

Properties
Total charge   0
Relative energy (zero: lowest compared OMol25 entry of this formula, charge and spin)   0.0 kJ/mol
LUMO   0.35 eV
SMILES   C=C(C)CNC(=S)NNC(=O)CCn1c2cc(Cl)ccc2c2ccc(Cl)cc21
Spin multiplicity   1

Atoms and positions in Å:
C  3.808  -5.359  0.166
C  3.577  -4.065  0.313
C  4.303  -3.208  1.300
H  4.892  -2.457  0.774
H  3.595  -2.685  1.941
H  4.969  -3.802  1.920
C  2.536  -3.359  -0.511
N  1.358  -3.095  0.298
C  0.331  -2.370  -0.169
S  0.398  -1.529  -1.598
N  -0.825  -2.395  0.552
N  -1.795  -1.437  0.255
C  -2.568  -0.948  1.247
O  -2.563  -1.436  2.362
C  -3.390  0.260  0.852
H  -4.344  0.223  1.377
H  -3.561  0.279  -0.224
C  -2.628  1.526  1.291
N  -1.400  1.694  0.566
C  -1.276  2.325  -0.651
C  -2.241  2.978  -1.404
C  -1.835  3.534  -2.603
C  -0.522  3.449  -3.061
C  0.433  2.795  -2.311
C  0.063  2.228  -1.099
C  0.768  1.476  -0.102
C  2.076  1.025  0.006
C  2.428  0.248  1.091
C  1.477  -0.064  2.059
C  0.173  0.389  2.002
C  -0.179  1.157  0.901
H  -0.532  0.125  2.775
Cl  1.935  -1.080  3.389
H  3.433  -0.128  1.195
H  2.800  1.261  -0.757
H  1.450  2.719  -2.663
H  -0.263  3.897  -4.008
Cl  -3.006  4.360  -3.573
H  -3.268  3.057  -1.086
H  -2.405  1.458  2.359
H  -3.254  2.406  1.126
H  -1.591  -0.979  -0.636
H  -0.833  -2.625  1.543
H  1.223  -3.678  1.112
H  2.256  -3.961  -1.384
H  2.909  -2.395  -0.872
H  4.547  -5.874  0.756
H  3.276  -5.956  -0.556



Density functional theory data (ωB97M-V/def2-TZVPD) for a gas-phase ion, C20H20ClN2O4S (charge +1).

Properties
Total charge   +1
Relative energy (zero: lowest compared OMol25 entry of this formula, charge and spin)   0.0 kJ/mol
LUMO   -2.60 eV
SMILES   CCOC(=O)c1c(-c2ccc(Cl)cc2)csc1NC(=O)C[NH2+]Cc1ccco1
Spin multiplicity   1

Atoms and positions in Å:
C  -2.205  -2.519  -0.977
C  -2.031  -2.212  0.503
H  -2.857  -2.625  1.084
H  -1.080  -2.604  0.880
O  -2.084  -0.802  0.735
C  -0.969  -0.106  0.749
O  0.147  -0.613  0.653
C  -1.208  1.325  0.984
C  -0.228  2.178  1.453
N  1.123  1.838  1.567
C  1.758  1.331  0.488
O  1.425  1.502  -0.660
C  2.947  0.390  0.776
N  2.723  -0.714  -0.179
H  2.602  -0.259  -1.103
C  3.790  -1.745  -0.246
C  5.042  -1.154  -0.793
C  6.283  -0.952  -0.264
C  7.052  -0.343  -1.286
C  6.220  -0.215  -2.355
O  5.002  -0.699  -2.071
H  6.371  0.191  -3.335
H  8.077  -0.048  -1.227
H  6.615  -1.213  0.720
H  3.436  -2.549  -0.898
H  3.971  -2.145  0.752
H  1.783  -1.096  0.060
H  2.937  0.010  1.797
H  3.901  0.878  0.564
H  1.553  1.834  2.481
S  -0.837  3.731  1.870
C  -2.419  3.250  1.402
C  -2.485  1.972  0.938
C  -3.718  1.381  0.403
C  -4.882  1.353  1.163
C  -6.042  0.803  0.651
C  -6.044  0.289  -0.638
C  -4.896  0.332  -1.416
C  -3.739  0.875  -0.894
H  -2.845  0.921  -1.499
H  -4.915  -0.053  -2.424
Cl  -7.486  -0.404  -1.282
H  -6.941  0.772  1.245
H  -4.874  1.749  2.168
H  -3.224  3.954  1.472
H  -2.192  -3.594  -1.128
H  -1.402  -2.070  -1.558
H  -3.154  -2.123  -1.326



Density functional theory data (ωB97M-V/def2-TZVPD) for 2 unconnected molecules or ions with the total composition C20H20F3.

Properties
Total charge   +1
Relative energy (zero: lowest compared OMol25 entry of this formula, charge and spin)   167.8 kJ/mol
LUMO   -6.07 eV
Spin multiplicity   1

Atoms and positions in Å:
C  -3.205  4.782  9.467
C  -2.556  3.761  10.330
C  -1.440  3.043  10.054
C  -0.707  2.421  11.075
H  -0.052  -1.733  8.369
C  0.690  2.408  11.196
C  1.292  2.594  12.398
C  2.705  2.976  12.640
H  -3.826  5.434  10.086
H  -2.438  5.398  8.997
H  -3.793  4.351  8.652
H  -3.103  3.581  11.253
H  -1.086  2.854  9.026
H  -1.241  1.641  11.638
H  1.250  2.181  10.279
H  0.743  2.411  13.316
H  2.788  3.409  13.638
H  3.413  2.150  12.528
H  3.010  3.735  11.921
F  3.210  2.168  5.965
C  2.931  1.012  6.660
C  4.007  0.315  7.190
C  3.656  -0.850  7.866
F  4.676  -1.576  8.437
C  2.356  -1.351  7.893
C  1.293  -0.673  7.278
C  -0.008  -1.421  7.361
C  -1.327  -0.853  6.888
C  -2.444  -1.639  7.192
C  -3.722  -1.354  6.718
C  -3.968  -0.214  5.945
C  -2.869  0.586  5.670
F  -3.079  1.705  4.895
C  -1.560  0.283  6.080
C  1.598  0.568  6.699
H  5.036  0.615  7.007
H  2.182  -2.318  8.360
H  0.139  -2.417  6.933
H  -2.292  -2.555  7.760
H  -4.559  -2.002  6.961
H  -4.942  0.008  5.509
H  -0.768  0.896  5.674
H  0.856  1.182  6.206



Number 1: calculated total energy -88261.3110 eV, HOMO -9.121 eV, Kohn-Sham gap 7.9 eV. Number 2: calculated total energy -64953.7383 eV, HOMO -8.124 eV, Kohn-Sham gap 8.5 eV. Number 3: calculated total energy -55586.7624 eV, HOMO -10.909 eV, Kohn-Sham gap 8.3 eV. Number 4: calculated total energy -29206.4747 eV, HOMO -11.431 eV, Kohn-Sham gap 5.4 eV.